# C63H80N5O6

A 2-piece molecular cluster, C63H80N5O6 overall (ωB97M-V/def2-TZVPD, the OMol25 dataset).

The LUMO energy comes out at -0.15429 Ha. The value obtained for the HOMO energy is -9.29 eV. Its charge is +1. The value obtained for the maximum force is 0.066 Eh/bohr.

Geometry as XYZ:
```
154
Properties=species:S:1:pos:R:3:forces:R:3:mulliken_charge:R:1
C 4.142834 8.535065 10.634074 -0.396 0.081 -0.439 -0.792
C 0.201555 0.902496 1.511836 0.021 -2.044 0.847 -0.714
H 1.462035 -4.456342 3.151015 -0.008 0.101 0.232 0.495
C -3.277495 0.951488 0.256303 -0.107 -0.099 -0.121 0.286
C 2.131605 3.861188 9.445123 -0.624 0.499 1.067 -0.153
O 0.589287 10.015772 9.223892 -0.219 0.020 0.532 -0.525
C 3.729347 3.183569 1.588541 -0.433 -0.101 0.667 2.271
H -3.823957 3.320664 4.631333 0.227 -0.101 0.078 0.574
H 3.230102 -0.058458 9.559235 -0.173 0.117 -0.165 0.525
H -3.154979 7.781372 8.072779 0.167 -0.119 -0.065 0.291
C 4.880029 3.745714 2.432927 0.177 -0.035 0.055 -2.084
N 1.313272 1.275131 0.799783 0.065 0.952 -1.378 1.686
H 0.741098 9.749022 11.297613 -0.182 0.073 -0.075 0.211
H 5.080358 2.854872 -0.072763 -0.154 0.107 -0.048 0.364
C 1.954948 -3.719063 3.781144 0.165 -0.361 0.374 -0.537
H 3.477864 4.877650 7.360329 -0.355 0.133 -0.116 0.257
C 4.129972 3.366974 0.121484 0.106 -0.202 -0.110 -1.647
C 1.957805 -1.472370 4.769423 1.080 -0.860 -0.148 0.724
H 5.013715 1.272808 8.768693 -0.106 0.161 -0.205 0.478
H 3.789721 -1.058210 5.901106 -0.207 -0.396 -0.213 0.464
C 3.204753 -4.006467 4.336382 0.016 0.407 -0.153 -0.845
H 4.502100 1.297932 7.069678 0.082 0.030 0.174 0.144
C -1.791216 -1.004274 3.840832 0.565 -0.141 -0.649 0.186
H -0.286851 3.628419 4.205209 -0.068 -0.065 -0.109 1.008
C -1.792236 -0.010039 -1.669116 0.421 -0.125 -0.272 -1.711
C -4.614771 0.882682 0.688613 -0.058 -0.141 0.229 -0.307
C 4.394388 1.801299 8.033351 0.222 0.113 -0.181 -1.375
C -3.345575 -2.189955 2.439706 1.476 0.942 -0.085 -0.988
C 4.243376 1.046434 2.893134 0.606 -0.111 -0.496 -0.027
H -0.034096 2.823344 2.663684 -0.003 0.079 0.273 -1.031
H -1.096395 2.924264 -0.689269 0.088 -0.090 0.099 0.141
C 1.437834 -0.116223 4.889454 -0.626 0.873 2.545 1.245
H -3.339830 1.658006 -3.150962 -0.009 0.045 0.193 0.470
H -3.693278 -1.794988 4.538646 0.185 0.209 -0.345 0.421
C 3.865029 -1.101217 1.863921 0.731 0.412 -0.186 -0.321
H 3.172695 1.499289 11.313270 0.048 0.138 0.111 0.296
C 2.745362 -1.392601 -0.352977 -0.403 0.039 0.353 1.709
O -4.993413 -2.440320 0.858405 0.416 0.463 2.469 -0.640
C 3.227305 -1.798616 5.326821 -0.241 0.050 -0.268 -0.951
C -2.424456 -2.244917 1.367112 -0.646 0.288 0.673 -0.184
H 3.384103 2.960406 -0.563974 0.204 0.076 0.065 0.199
C 2.484518 0.399020 8.899530 -0.335 0.136 -0.055 -1.656
H 3.212736 3.254414 11.626908 -0.070 -0.119 -0.285 0.373
O 2.930895 9.060193 10.057516 0.731 -0.139 -0.311 -0.401
H 3.868622 6.929097 8.549388 -0.454 -0.027 0.157 0.290
H 1.694320 3.871719 1.190566 0.033 0.065 0.238 0.086
H -2.657298 2.669737 -1.861446 -0.132 -0.045 -0.113 0.234
C 1.019959 8.806397 8.767424 -0.255 -0.699 0.767 0.629
H -2.119952 6.340647 8.355659 -0.006 0.226 -0.117 0.350
H -1.910946 5.091909 3.076767 -0.098 -0.147 -0.081 0.440
H 5.072415 4.785328 2.137606 -0.098 -0.226 0.035 0.455
H -4.384576 2.269288 -1.848057 0.198 -0.009 -0.066 0.368
C -2.104330 2.939065 3.321480 0.103 -0.618 0.153 2.491
H 4.653708 -0.942259 -1.299768 -0.024 -0.144 0.025 0.397
C 1.562574 1.964307 6.387449 0.394 0.356 0.746 -0.489
C 4.077109 -1.822421 -0.992619 0.242 0.184 0.109 -1.832
C 3.487531 2.469149 10.918317 0.298 -0.471 0.276 -1.007
C 1.309597 -2.529510 4.068039 -0.179 0.729 0.082 -0.105
C 0.253087 0.011412 2.625551 -0.288 0.820 -2.883 0.158
H -1.512682 -0.557579 4.804468 -0.163 -0.157 -0.463 0.363
H 5.085492 -0.804260 3.604227 -0.210 0.107 -0.071 0.563
H -0.081668 6.044450 7.077044 0.190 0.251 0.311 0.276
H 4.579637 2.459411 10.813779 -0.164 0.043 -0.013 0.330
H -0.398514 1.854800 4.107755 -0.068 0.218 -0.158 -0.086
H 3.980986 7.518032 11.021508 0.006 0.241 -0.127 0.319
H 4.255198 4.434561 -0.096899 -0.006 -0.195 0.039 0.452
H 3.074220 0.549823 6.061543 -0.759 -0.042 0.267 -0.789
H 2.478629 0.258659 -1.749298 -0.161 -0.135 0.082 0.168
C -4.191916 -0.407721 -1.703852 -0.224 -0.236 -0.022 -1.680
O 1.883309 4.715706 10.296289 0.463 -1.219 -1.504 -0.708
C -2.308262 1.360199 1.218587 -0.841 0.302 -0.013 -0.451
C -2.982551 -1.700392 3.714792 -0.498 -0.142 -0.624 -1.028
H 2.367300 -0.228972 8.014963 0.054 -0.017 0.169 0.288
H 1.130105 -2.408367 0.708145 0.252 -0.117 -0.127 0.174
C 2.814854 7.205296 8.439466 0.290 -0.491 0.324 -0.741
N 2.041332 2.482077 7.545469 -0.746 -0.215 -1.875 0.475
H 4.711013 1.625648 3.692464 0.120 -0.056 -0.571 0.546
H 2.774031 5.086883 1.878475 -0.137 -0.200 0.036 0.665
H 3.877411 -2.427564 -1.884386 -0.018 0.089 0.152 0.495
N -0.902161 1.456344 0.891382 0.398 0.905 -0.031 2.010
C 0.598917 6.720669 7.607828 -0.382 -0.413 0.070 -0.489
C -4.941967 0.880658 2.035752 0.052 0.251 -0.127 -1.767
H -2.268441 3.829479 5.297043 -0.048 -0.075 -0.214 0.096
H 0.268061 -2.431746 3.759717 0.510 0.143 -0.108 0.474
O -5.588126 -1.918496 2.916112 1.729 -0.555 -1.481 -0.622
H 2.639400 -3.333583 0.644547 -0.145 0.113 -0.108 0.378
C -3.992378 1.314094 2.947988 -0.089 0.162 -0.222 0.134
H 2.157763 4.906890 6.160694 0.116 0.030 0.257 0.108
C 2.655105 0.834723 1.106461 0.579 -0.561 0.332 -0.768
H -5.172547 0.067821 -1.822310 0.167 -0.233 0.058 0.469
H 4.952369 8.531969 9.890738 -0.126 0.006 0.238 0.315
H -4.283343 -1.239965 -0.994742 -0.022 0.201 -0.194 0.249
C 1.938267 6.354340 7.760931 -0.048 0.588 -0.260 -0.001
C -3.117328 0.611099 -1.264820 -0.271 0.012 0.203 2.178
H -0.969837 0.705811 -1.674875 -0.004 -0.208 0.107 0.403
H -0.287386 11.101502 10.701346 0.010 -0.184 0.065 0.266
H 4.385190 9.217228 11.451259 0.006 -0.159 -0.177 0.248
C 1.964105 -0.660583 -1.438018 -0.337 -0.050 -0.167 -1.902
H -1.549695 -0.869437 -1.034244 0.041 0.193 -0.142 -0.008
C 4.445288 -0.329563 2.864299 -0.501 -0.388 0.165 -1.664
H -3.396630 4.399916 2.360254 0.228 0.040 0.009 0.378
C -2.324334 4.235006 2.528587 -0.261 -0.015 -0.105 -1.695
C 2.498184 4.023152 1.914014 -0.249 0.408 -0.043 -1.102
H 4.693882 -2.417388 -0.312057 -0.084 0.111 -0.098 0.315
C -0.426943 2.322200 -0.098420 0.129 -0.183 -0.307 -0.968
H 4.630194 3.749740 3.500315 0.092 0.010 -0.121 0.304
H 3.694550 -4.962453 4.149817 -0.154 0.254 0.040 0.398
C 3.824975 -3.037063 5.126136 -0.172 0.019 0.139 -0.594
C -2.754935 1.790082 2.497089 0.083 -0.030 0.322 0.040
H -0.883319 9.406492 10.581605 0.124 0.145 0.095 0.224
H 1.622878 -3.194730 -0.807807 0.129 0.069 0.206 0.496
C 2.939621 1.808946 8.512259 0.754 0.037 0.390 0.315
O -1.199525 8.228771 8.342663 -0.299 -0.414 -0.731 -0.443
H 0.516177 0.183893 4.349905 0.442 -0.449 0.897 -0.392
C 0.109955 7.897440 8.187462 0.561 0.248 0.128 0.732
C 1.690668 3.854235 7.974740 -0.787 0.075 0.948 0.121
H 0.940328 -0.425593 -1.126384 0.199 0.063 -0.061 0.190
H -1.886314 -0.382951 -2.700366 0.076 0.110 0.296 0.651
H 1.885771 -1.315894 -2.319229 0.044 0.221 0.222 0.606
H 4.785040 -3.234862 5.595630 -0.127 -0.027 -0.129 0.430
H 4.081019 -2.167741 1.802990 0.103 0.315 -0.018 0.517
C 2.322607 8.354762 9.068422 -0.704 0.147 -0.133 0.715
H -1.828412 4.179827 1.551699 -0.070 0.043 0.168 0.234
H -2.092343 7.176974 6.758710 -0.069 0.029 0.245 0.313
H 0.775216 2.544295 5.895246 0.092 -0.078 0.364 0.993
H 1.567727 2.581123 -0.931215 -0.084 -0.021 0.224 0.363
C 2.386624 4.999696 7.236853 0.434 0.116 -0.558 -0.659
C 3.045418 -0.518418 0.890501 -0.223 0.078 0.203 0.170
H -5.943960 0.609199 2.365910 0.254 0.099 -0.113 0.410
H -2.712633 -2.718340 0.433933 0.005 0.154 0.155 0.447
C -0.004519 10.058558 10.557788 0.397 -0.252 -0.792 -0.579
C 1.992168 -2.654323 0.075956 -0.306 -0.251 0.000 -1.496
C -2.763386 3.050192 4.701516 -0.182 0.175 0.186 -2.311
C -1.251163 -1.544126 1.512684 0.003 -0.251 0.456 0.984
H 5.807704 3.181286 2.279039 -0.159 0.085 0.106 0.401
H -5.425579 0.761556 -0.028881 0.412 -0.225 0.240 0.291
C 3.507868 1.674333 1.884485 -0.336 0.143 0.402 -0.235
C -3.384654 1.881368 -2.076895 0.046 0.240 -0.072 -1.649
H -2.667680 2.108585 5.262133 -0.081 0.195 -0.122 0.449
C -2.196574 7.312236 7.845018 0.580 0.341 0.124 -0.850
C 2.037048 0.781040 5.790804 1.115 -0.477 -0.651 0.430
H 0.591761 3.987061 7.938724 0.508 -0.104 -0.053 0.565
H 1.525020 0.449356 9.427977 0.167 -0.044 -0.127 0.370
H 2.122751 3.797561 2.920414 0.051 0.056 -0.170 -0.107
H -3.928409 -0.822687 -2.685786 -0.031 0.160 0.215 0.414
H 4.766376 2.830282 7.929527 -0.098 -0.287 0.011 0.353
C -0.977166 -0.821663 2.693207 0.016 -0.827 0.397 0.649
H -4.254601 1.329382 4.006719 0.050 0.294 -0.433 0.556
H 1.186064 -0.553425 2.567658 -0.307 0.099 0.079 -0.583
H -0.533391 -1.492344 0.687735 -0.422 0.039 0.405 -0.390
N -4.716805 -2.199075 2.062151 -3.159 -0.970 -0.710 1.185
C -0.622173 2.785809 3.580392 0.588 0.365 0.282 -0.496
C 0.898313 2.162879 -0.197983 -0.066 0.267 -0.244 -0.995
N 2.835272 2.712969 9.656207 -0.382 0.559 -0.120 0.404
```
Positions in Å, forces in eV/Å.